C7H6BiCl2N2O3Y as an isolated structure. Source: OMol25; level of theory: ωB97M-V with the def2-TZVPD basis set.

```
22
Properties=species:S:1:pos:R:3:nbo_charge:R:1
Bi -0.346 -0.276 -7.246 1.6936
Y -0.329 -1.006 0.123 2.0875
Cl -1.076 1.930 -6.553 -0.2350
Cl 1.661 -2.448 0.014 -0.4811
C -1.154 -2.610 1.561 0.3830
C -0.892 0.200 -9.366 0.4523
C 0.142 -2.216 -8.128 0.3523
O -1.543 -3.388 2.311 -0.2290
O -1.196 0.470 -10.447 -0.1229
O 0.407 -3.275 -8.559 -0.1402
C -0.317 1.844 5.201 -0.4220
N 0.166 1.164 3.980 -0.2618
C 1.512 0.935 3.688 -0.0219
C 1.555 0.245 2.526 -0.0727
N 0.225 0.042 2.069 -0.7665
C -0.564 0.622 3.008 0.2359
H 0.013 1.299 6.092 0.2607
H 0.080 2.865 5.251 0.2596
H -1.407 1.880 5.187 0.2424
H 2.333 1.254 4.328 0.2884
H 2.402 -0.151 1.982 0.2587
H -1.671 0.620 2.978 0.2388
```

* highest occupied orbital energy (spin up / spin down): -19.87 / -19.87 eV
* LUMO energy (spin up / spin down): -17.356 / -17.355 eV
* spin multiplicity: 1
* total energy: -48360.4564 eV
* gap between HOMO and LUMO (spin up / spin down): 2.51 / 2.51 eV
* net charge: +4